This record from OMol25 describes an isolated molecule of C6H11N at a distorted geometry. The level of theory is ωB97M-V with the def2-TZVPD basis set.

Atoms and positions in Å:
C (-1.781, -0.837, 0.790)
C (-1.055, 0.336, 0.134)
C (0.475, 0.167, -0.032)
C (1.116, 1.516, -0.397)
C (0.830, -0.866, -1.115)
C (1.033, -0.280, 1.262)
N (1.437, -0.631, 2.288)
H (-1.679, -1.765, 0.217)
H (-2.850, -0.618, 0.877)
H (-1.397, -1.021, 1.799)
H (-1.233, 1.240, 0.730)
H (-1.471, 0.530, -0.863)
H (0.921, 2.271, 0.371)
H (2.200, 1.413, -0.511)
H (0.704, 1.871, -1.348)
H (1.916, -0.932, -1.238)
H (0.453, -1.864, -0.877)
H (0.399, -0.548, -2.071)

**SMILES**: CCC(C)(C)C#N
**Highest occupied orbital energy**: -11.3825 eV
**Net charge**: 0
**Energy relative to the best compared isomer or geometry (same formula, charge and spin)**: 0.00 kcal/mol
**Frontier orbital gap**: 12.18 eV
**Lowest unoccupied orbital energy**: 0.8 eV

Löwdin atomic charge list, values in e, 5 entries: atom 1 (C): -0.0964, atom 2 (C): -0.2110, atom 3 (C): -0.5606, atom 4 (C): -0.0499, atom 5 (C): -0.0425


This record from OMol25 describes an isolated molecule of C6H11N at a distorted geometry. The level of theory is ωB97M-V with the def2-TZVPD basis set.

Atoms and positions in Å:
C (-2.118, -0.124, -0.548)
C (-1.042, 0.116, 0.553)
C (-0.286, 1.360, 0.063)
C (1.147, 0.715, 0.173)
C (2.182, -0.152, -0.409)
C (-0.150, -1.243, 0.447)
H (-1.814, -0.652, -1.376)
H (-2.925, 0.667, -0.948)
H (-2.848, -0.828, -0.171)
H (-1.551, 0.360, 1.437)
H (-0.303, 2.136, 0.880)
H (-0.711, 1.851, -0.800)
H (1.514, 0.741, 1.185)
H (3.102, -0.308, 0.148)
H (2.558, -0.046, -1.367)
H (-0.829, -1.992, -0.024)
H (0.103, -1.784, 1.464)
N (0.758, -0.596, -0.301)

**SMILES**: C[C@@H]1C[C@@H]2CN2C1
**Highest occupied orbital energy**: -8.6813 eV
**Net charge**: 0
**Energy relative to the best compared isomer or geometry (same formula, charge and spin)**: 128.01 kcal/mol
**Frontier orbital gap**: 9.83 eV
**Lowest unoccupied orbital energy**: 1.1 eV

Löwdin atomic charge list, values in e, 5 entries: atom 1 (C): -0.1180, atom 2 (C): -0.2872, atom 3 (C): -0.0940, atom 4 (C): -0.2286, atom 5 (C): -0.0395


This record from OMol25 describes an isolated molecule of C6H11N at a distorted geometry. The level of theory is ωB97M-V with the def2-TZVPD basis set.

Atoms and positions in Å:
C (-0.841, 1.781, 1.625)
C (-0.732, 1.354, 0.178)
N (1.282, -0.830, -2.053)
C (1.026, 0.259, -1.194)
C (0.029, 0.138, -0.247)
C (-0.322, -1.287, 0.132)
C (0.455, -2.386, 0.529)
H (-1.314, 1.035, 2.195)
H (0.157, 1.837, 2.032)
H (-1.421, 2.659, 1.646)
H (-1.720, 1.320, -0.175)
H (-0.237, 2.175, -0.374)
H (1.409, -0.629, -2.934)
H (0.593, -1.419, -1.916)
H (1.601, 1.136, -1.356)
H (-1.386, -1.595, 0.275)
H (0.145, -2.682, 1.591)
H (1.277, -2.866, 0.045)

**SMILES**: C=C/C(=C\N)CC
**Highest occupied orbital energy**: -7.3298 eV
**Net charge**: 0
**Energy relative to the best compared isomer or geometry (same formula, charge and spin)**: 96.62 kcal/mol
**Frontier orbital gap**: 7.79 eV
**Lowest unoccupied orbital energy**: 0.5 eV

Löwdin atomic charge list, values in e, 5 entries: atom 1 (C): -0.0951, atom 2 (C): -0.2413, atom 3 (N): 0.1074, atom 4 (C): -0.1008, atom 5 (C): -0.2384


This record from OMol25 describes an isolated molecule of C6H11N. The level of theory is ωB97M-V with the def2-TZVPD basis set.

Atoms and positions in Å:
C (-0.581, -1.804, 0.673)
C (-0.831, -0.343, 0.662)
C (0.267, 0.474, -0.119)
C (0.314, 1.929, 0.348)
C (0.025, 0.408, -1.636)
C (1.562, -0.260, 0.139)
N (1.535, -1.430, 0.471)
H (-0.836, -2.330, 1.595)
H (1.250, -2.314, 0.881)
H (-0.886, -2.360, -0.216)
H (-0.880, 0.045, 1.686)
H (-1.781, -0.095, 0.169)
H (0.574, 1.994, 1.410)
H (1.055, 2.500, -0.220)
H (-0.666, 2.399, 0.206)
H (0.843, 0.884, -2.185)
H (-0.059, -0.629, -1.979)
H (-0.905, 0.932, -1.885)

**Highest occupied orbital energy (alpha / beta)**: -7.2913 / -7.2927 eV
**Net charge**: 0
**Energy relative to the best compared isomer or geometry (same formula, charge and spin)**: 97.23 kcal/mol
**Frontier orbital gap (alpha / beta)**: 8.15 / 8.15 eV
**Lowest unoccupied orbital energy (alpha / beta)**: 0.9 / 0.9 eV

Löwdin atomic charge list, values in e, 5 entries: atom 1 (C): -0.0780, atom 2 (C): -0.2243, atom 3 (C): -0.5663, atom 4 (C): -0.0684, atom 5 (C): -0.0571